[1]
Entry from the Open Molecules 2025 dataset: the ion C5H10N3 with charge +1 at a distorted geometry (ωB97M-V with the def2-TZVPD basis set).

ORCA input file:
```
! RIJCOSX wB97M-V def2-TZVPD def2/J DEFGRID3
* xyz 1 1
C 0.4123 -0.8504 0.8833
C 0.1133 -0.1377 -1.5280
C -0.1857 1.0667 -0.6878
C -0.4612 -0.2965 -0.0821
C -1.7324 -1.1663 0.0790
N 0.8122 -1.7121 1.6465
N 1.7116 0.9890 0.9095
N 1.0242 1.7391 -0.0464
H -0.6490 -0.4656 -2.1394
H 1.0601 -0.5609 -1.5594
H -1.1164 1.7014 -0.9675
H -2.4410 -0.9211 -0.7795
H -2.2647 -0.8283 0.8623
H -1.5744 -2.2333 0.1327
H 1.6666 -1.9206 2.1088
H 1.3537 1.0268 1.8486
H 1.7524 1.9464 -0.9193
H 0.5182 2.6237 0.2389
*
```

The HOMO energy comes out at -13.00 eV. For the energy above the lowest of the compared OMol25 structures with the same formula, charge and spin, the calculation gives 631.6 kJ/mol. Its LUMO energy is -0.1241 Eh.

Listed below, in e, are the natural (NBO) charges computed for each atom:
1. C 0.652
2. C -0.353
3. C -0.057
4. C -0.225
5. C -0.573
6. N -0.555
7. N -0.685
8. N -0.375
9. H 0.250
10. H 0.250
11. H 0.275
12. H 0.232
13. H 0.228
14. H 0.254
15. H 0.458
16. H 0.350
17. H 0.452
18. H 0.422

[2]
Entry from the Open Molecules 2025 dataset: the ion C5H10N3 with charge +1 at a distorted geometry (ωB97M-V with the def2-TZVPD basis set).

ORCA input file:
```
! RIJCOSX wB97M-V def2-TZVPD def2/J DEFGRID3
* xyz 1 1
H 2.2896 -1.0258 0.8667
N 1.3863 -0.4572 0.6561
C 1.5882 0.7768 0.6219
N 2.7632 1.4336 0.8782
C 0.3773 1.5413 0.2003
N -0.5858 0.7950 -0.1038
C -1.1953 -0.2514 -0.4002
C -1.8903 -1.1811 0.5137
C -1.1884 -0.7594 -1.8519
H 2.6803 2.3960 1.1507
H 3.3502 1.0205 1.5581
H 0.1857 2.5651 0.5946
H -1.2499 -1.9874 0.6305
H -2.7482 -1.5196 -0.1459
H -2.2596 -0.6393 1.4476
H -1.7525 -1.6500 -1.9089
H -0.2653 -1.0564 -2.2043
H -1.4856 -0.0008 -2.5033
*
```

Its SMILES is [H]/N=C(\N)C=[N+]=C(C)C. The HOMO energy comes out at -14.04 eV. For the energy above the lowest of the compared OMol25 structures with the same formula, charge and spin, the calculation gives 257.3 kJ/mol. Its LUMO energy is -0.1797 Eh.

Listed below, in e, are the natural (NBO) charges computed for each atom:
1. H 0.374
2. N -0.663
3. C 0.351
4. N -0.776
5. C 0.165
6. N -0.246
7. C 0.515
8. C -0.663
9. C -0.658
10. H 0.391
11. H 0.403
12. H 0.249
13. H 0.280
14. H 0.256
15. H 0.261
16. H 0.240
17. H 0.264
18. H 0.258

[3]
Entry from the Open Molecules 2025 dataset: the ion C5H10N3 with charge +1 at a distorted geometry (ωB97M-V with the def2-TZVPD basis set).

ORCA input file:
```
! RIJCOSX wB97M-V def2-TZVPD def2/J DEFGRID3
* xyz 1 1
C 0.4986 -1.7170 0.1153
C -2.7953 -0.1765 -0.0757
C 0.0004 0.7432 -0.0803
C 2.2769 -0.2779 -0.2621
C -0.4616 -0.6885 0.0621
N 1.7686 -1.5527 -0.0115
N -1.7774 -0.9676 0.0992
N 1.4162 0.8435 0.3656
H 0.1678 -2.7352 0.2688
H -3.7917 -0.5668 -0.0158
H -2.6580 0.8670 -0.2865
H -0.0597 1.0927 -1.1167
H -0.6133 1.3990 0.5466
H 3.2791 -0.1959 0.1696
H 2.3323 -0.0741 -1.3404
H -1.9829 -1.9556 0.2508
H 1.8054 1.7588 0.1310
H 1.4599 0.7086 1.3801
*
```

The HOMO energy (spin up / spin down) comes out at -11.45 / -11.45 eV. For the energy above the lowest of the compared OMol25 structures with the same formula, charge and spin, the calculation gives 267.2 kJ/mol. Its LUMO energy (spin up / spin down) is -0.1315 / -0.1315 Eh.

Listed below, in e, are the natural (NBO) charges computed for each atom:
1. C 0.096
2. C -0.167
3. C -0.252
4. C -0.066
5. C -0.113
6. N -0.487
7. N -0.345
8. N -0.512
9. H 0.205
10. H 0.225
11. H 0.199
12. H 0.230
13. H 0.231
14. H 0.226
15. H 0.211
16. H 0.440
17. H 0.441
18. H 0.437

[4]
Entry from the Open Molecules 2025 dataset: the ion C5H10N3O with charge +1 at a distorted geometry (ωB97M-V with the def2-TZVPD basis set).

ORCA input file:
```
! RIJCOSX wB97M-V def2-TZVPD def2/J DEFGRID3
* xyz 1 1
C 0.9305 1.2777 0.6378
N 0.4745 -0.0760 0.2403
C 1.3650 -0.6111 -0.8175
C 0.4667 -0.9788 1.4097
C -0.8497 0.0433 -0.3099
N -1.1813 0.7614 -1.3311
C -2.5212 0.5257 -1.4310
N -2.9547 -0.2875 -0.5200
O -1.8776 -0.6145 0.2251
H 1.9470 1.2212 1.0226
H 0.9054 1.9408 -0.2261
H 0.2788 1.6819 1.4114
H 2.3832 -0.6754 -0.4383
H 1.0345 -1.6039 -1.1204
H 1.3412 0.0482 -1.6842
H 1.4746 -1.0566 1.8122
H -0.1972 -0.5931 2.1823
H 0.1204 -1.9704 1.1210
H -3.1400 0.9671 -2.1839
*
```

Its SMILES is C[N+](C)(C)c1ncno1. The HOMO energy comes out at -15.32 eV. For the energy above the lowest of the compared OMol25 structures with the same formula, charge and spin, the calculation gives 237.8 kJ/mol. Its LUMO energy is -0.1195 Eh.

Listed below, in e, are the natural (NBO) charges computed for each atom:
1. C -0.412
2. N -0.235
3. C -0.412
4. C -0.419
5. C 0.614
6. N -0.454
7. C 0.153
8. N -0.070
9. O -0.254
10. H 0.242
11. H 0.259
12. H 0.245
13. H 0.242
14. H 0.245
15. H 0.259
16. H 0.245
17. H 0.251
18. H 0.251
19. H 0.247

[5]
Entry from the Open Molecules 2025 dataset: the ion C5H10N3O with charge +1 at a distorted geometry (ωB97M-V with the def2-TZVPD basis set).

ORCA input file:
```
! RIJCOSX wB97M-V def2-TZVPD def2/J DEFGRID3
* xyz 1 1
C -1.1267 1.3074 1.3355
C -0.7611 0.0699 0.5296
C -0.3553 -1.0967 1.4303
N 0.3376 0.3754 -0.3625
C 0.6300 -0.3095 -1.6215
C 1.7589 0.3509 -2.0574
N 2.5277 0.2238 -3.1268
O 2.0669 1.2962 -1.1331
N 1.1944 1.2763 -0.1412
H -0.2773 1.6614 1.9106
H -1.9292 1.0574 2.0231
H -1.4689 2.1065 0.6844
H -1.5942 -0.2312 -0.1132
H 0.4033 -0.7787 2.1413
H 0.0256 -1.9376 0.8566
H -1.2288 -1.4324 1.9806
H 0.0404 -1.1059 -2.0115
H 2.2877 -0.4318 -3.8524
H 3.3069 0.8486 -3.2547
*
```

Its SMILES is CC(C)[n+]1cc(N)on1. The HOMO energy comes out at -13.97 eV. For the energy above the lowest of the compared OMol25 structures with the same formula, charge and spin, the calculation gives 216.2 kJ/mol. Its LUMO energy is -0.1538 Eh.

Listed below, in e, are the natural (NBO) charges computed for each atom:
1. C -0.622
2. C -0.058
3. C -0.610
4. N -0.019
5. C -0.201
6. C 0.499
7. N -0.763
8. O -0.214
9. N 0.189
10. H 0.236
11. H 0.247
12. H 0.233
13. H 0.236
14. H 0.231
15. H 0.224
16. H 0.248
17. H 0.270
18. H 0.436
19. H 0.439

[6]
Entry from the Open Molecules 2025 dataset: the ion C5H10N3O3 with charge -1 at a distorted geometry (ωB97M-V with the def2-TZVPD basis set).

ORCA input file:
```
! RIJCOSX wB97M-V def2-TZVPD def2/J DEFGRID3
* xyz -1 1
C 1.4853 1.7665 0.1344
C -0.8436 1.5938 -0.4937
C 0.1158 -0.1948 0.0190
C -0.5925 -0.7977 1.2237
C 0.1897 -1.0902 -1.1986
N 0.3298 2.2767 -0.3454
N 1.2933 0.4070 0.3228
N -1.9665 1.7650 0.1914
O -3.1696 1.1504 0.0254
O 2.4914 2.4421 0.2125
O 2.7727 -0.3104 0.5082
H -1.0853 1.4450 -1.6135
H -0.1072 -1.8162 1.4929
H -1.5958 -1.1324 0.9703
H -0.5592 -0.1930 2.0908
H 1.2708 -1.4069 -1.2174
H -0.1158 -0.5158 -2.0330
H -0.5473 -1.9507 -1.0908
H 0.3004 3.2052 -0.7306
H -1.7687 2.1671 1.1842
H 3.2005 0.5297 0.1466
*
```

The HOMO energy (spin up / spin down) comes out at -2.37 / -2.37 eV. For the energy above the lowest of the compared OMol25 structures with the same formula, charge and spin, the calculation gives 223.0 kJ/mol. Its LUMO energy (spin up / spin down) is 0.1331 / 0.1331 Eh.

Listed below, in e, are the natural (NBO) charges computed for each atom:
1. C 0.757
2. C 0.236
3. C 0.002
4. C -0.625
5. C -0.646
6. N -0.670
7. N -0.236
8. N -0.246
9. O -0.726
10. O -0.698
11. O -0.674
12. H 0.145
13. H 0.173
14. H 0.225
15. H 0.202
16. H 0.222
17. H 0.198
18. H 0.199
19. H 0.392
20. H 0.303
21. H 0.467

[7]
Entry from the Open Molecules 2025 dataset: the ion C5H10N3O3 with charge +1 at a distorted geometry (ωB97M-V with the def2-TZVPD basis set).

ORCA input file:
```
! RIJCOSX wB97M-V def2-TZVPD def2/J DEFGRID3
* xyz 1 1
C -3.2268 -1.2131 -0.9690
O -2.0945 -0.6536 -1.5260
N -1.0360 -0.3668 -0.5464
N 0.2457 -0.7068 -0.9053
O 0.6619 -1.7680 -1.5766
C 1.0419 0.0883 -0.0653
C 2.4374 -0.1218 -0.1566
C 0.2612 0.9829 0.6646
C 0.6762 2.0218 1.7365
N -1.0625 0.5975 0.4143
O -2.1085 0.9146 0.8175
H -3.0116 -2.2141 -0.4504
H -3.7837 -1.4170 -1.8249
H -3.9174 -0.7502 -0.3182
H 0.5230 -1.6031 -2.5596
H 2.8044 0.2593 -1.1027
H 2.4649 -1.2113 0.0630
H 2.9710 0.4476 0.6142
H 1.6401 1.6347 2.1957
H -0.0718 2.0320 2.5300
H 0.6743 3.0721 1.2997
*
```

Its SMILES is COn1n(O)c(C)c(C)[n+]1=O. The HOMO energy (spin up / spin down) comes out at -13.74 / -13.74 eV. For the energy above the lowest of the compared OMol25 structures with the same formula, charge and spin, the calculation gives 868.6 kJ/mol. Its LUMO energy (spin up / spin down) is -0.1705 / -0.1705 Eh.

Listed below, in e, are the natural (NBO) charges computed for each atom:
1. C -0.273
2. O -0.272
3. N 0.160
4. N 0.098
5. O -0.448
6. C 0.243
7. C -0.678
8. C 0.051
9. C -0.653
10. N 0.358
11. O -0.321
12. H 0.188
13. H 0.227
14. H 0.219
15. H 0.516
16. H 0.272
17. H 0.270
18. H 0.260
19. H 0.254
20. H 0.263
21. H 0.266

[8]
Entry from the Open Molecules 2025 dataset: a cluster of 2 separate species, C5H10N3P in total at a distorted geometry (ωB97M-V with the def2-TZVPD basis set).

ORCA input file:
```
! RIJCOSX wB97M-V def2-TZVPD def2/J DEFGRID3
* xyz 0 1
C -1.3353 -1.1818 0.5669
C -0.5260 -0.1183 0.7104
C -2.6552 -1.4152 -0.1527
C 1.7369 0.2746 1.6837
C 1.2834 1.5371 -2.2381
N -0.6720 -2.1793 1.2084
N 0.4658 -1.8793 1.7169
N 0.5938 -0.5792 1.3747
P 0.5688 2.4862 -0.8643
H -3.4705 -1.6467 0.6546
H -2.8759 -0.5396 -0.6327
H -2.7406 -2.2337 -0.7826
H 1.6671 0.4846 2.7488
H 2.5341 -0.3441 1.4586
H 1.7754 1.2316 1.0806
H 1.0637 0.5319 -1.8371
H 2.4236 1.6437 -2.2539
H 0.8645 1.6318 -3.2781
H -0.7016 2.2958 -1.1641
*
```

The HOMO energy (spin up / spin down) comes out at -8.60 / -9.49 eV. For the energy above the lowest of the compared OMol25 structures with the same formula, charge and spin, the calculation gives 463.7 kJ/mol. Its LUMO energy (spin up / spin down) is -0.0593 / -0.0430 Eh.

Listed below, in e, are the natural (NBO) charges computed for each atom:
1. C -0.058
2. C 0.207
3. C -0.612
4. C -0.414
5. C -1.002
6. N -0.236
7. N -0.047
8. N -0.258
9. P 0.440
10. H 0.219
11. H 0.213
12. H 0.228
13. H 0.211
14. H 0.213
15. H 0.227
16. H 0.255
17. H 0.239
18. H 0.250
19. H -0.076

[9]
Entry from the Open Molecules 2025 dataset: a structure of composition C5H10N3S at a distorted geometry (ωB97M-V with the def2-TZVPD basis set).

ORCA input file:
```
! RIJCOSX wB97M-V def2-TZVPD def2/J DEFGRID3
* xyz 1 1
C 0.9952 -0.1072 -1.8306
C 0.8657 1.2072 -1.6703
C 0.4443 -1.1988 -0.9692
C -0.0358 1.4464 -0.2568
C 0.8507 -2.5896 -1.1486
N -0.1247 -0.8689 0.1635
N -0.3477 0.4209 0.4586
N -1.7607 0.4233 2.8531
S -0.3346 3.0005 0.3303
H 1.5607 -0.5664 -2.7305
H 1.2751 2.0811 -2.2301
H 0.5739 -3.0983 -2.0404
H 0.5015 -3.2133 -0.2942
H 2.0409 -2.6136 -1.0114
H -1.0051 0.4702 1.6188
H -1.8176 -0.4180 3.3390
H -2.5635 0.7138 2.3446
H -1.5718 1.1079 3.5112
H 0.4535 3.8030 -0.4370
*
```

The HOMO energy comes out at -13.17 eV. For the energy above the lowest of the compared OMol25 structures with the same formula, charge and spin, the calculation gives 171.0 kJ/mol. Its LUMO energy is -0.1321 Eh.

Listed below, in e, are the natural (NBO) charges computed for each atom:
1. C -0.215
2. C -0.161
3. C 0.245
4. C 0.099
5. C -0.668
6. N -0.228
7. N -0.358
8. N -0.979
9. S 0.142
10. H 0.251
11. H 0.267
12. H 0.254
13. H 0.260
14. H 0.252
15. H 0.442
16. H 0.414
17. H 0.403
18. H 0.401
19. H 0.180

[10]
Entry from the Open Molecules 2025 dataset: an isolated molecule of C5H10N4O2 at a distorted geometry (ωB97M-V with the def2-TZVPD basis set).

ORCA input file:
```
! RIJCOSX wB97M-V def2-TZVPD def2/J DEFGRID3
* xyz 0 3
C 1.8557 0.6633 0.0318
C -2.3228 0.8803 -0.5368
C -1.5828 1.7132 0.5360
C 0.1952 -1.2245 0.3548
C 0.9705 -2.1591 -0.6951
N 1.8905 1.9610 0.5499
N 0.6881 2.2783 0.8190
N 0.4939 0.2083 0.0421
N -0.1857 1.3442 0.5656
O 2.8532 0.0139 -0.2769
O 2.1562 -2.5855 -0.1283
H -3.2154 1.4823 -0.9273
H -1.5713 0.6672 -1.3249
H -2.5568 -0.1016 -0.0395
H -1.5137 2.7916 0.4127
H -2.0366 1.5953 1.5353
H -0.8477 -1.4666 0.2676
H 0.6108 -1.5363 1.2728
H 1.1130 -1.6285 -1.5691
H 0.3706 -3.1520 -0.9117
H 2.6352 -1.7448 0.0221
*
```

The HOMO energy (spin up / spin down) comes out at -6.22 / -9.86 eV. For the energy above the lowest of the compared OMol25 structures with the same formula, charge and spin, the calculation gives 0.0 kJ/mol. Its LUMO energy (spin up / spin down) is 0.0180 / -0.1080 Eh.

Listed below, in e, are the natural (NBO) charges computed for each atom:
1. C 0.599
2. C -0.632
3. C -0.239
4. C -0.269
5. C -0.046
6. N -0.211
7. N -0.219
8. N -0.252
9. N 0.092
10. O -0.525
11. O -0.726
12. H 0.243
13. H 0.229
14. H 0.216
15. H 0.246
16. H 0.222
17. H 0.214
18. H 0.217
19. H 0.170
20. H 0.182
21. H 0.489

Q: What is the formula in the tenth record?
A: C5H10N4O2